# 1
Below is a cluster of 2 separate species, C4H13NOS in total in a non-equilibrium geometry, with properties calculated with ωB97M-V/def2-TZVPD.

## Properties
- Total charge: -1
- E_HOMO (alpha / beta): 1.0 / -5.9 eV
- Spin multiplicity: 2

Last column: Löwdin charge in e.
Element x y z (Å)
C 1.19 -0.09 1.60  -0.290
N 1.05 -1.09 0.52  -0.097
C -0.01 -2.08 0.73  -0.328
C -1.42 -1.51 0.51  -0.587
S -2.22 -2.13 -1.01  0.510
C 0.87 1.36 1.19  -0.182
H 2.24 -0.16 1.92  0.090
H 0.61 -0.34 2.49  0.093
H 0.80 -0.58 -0.32  0.072
H 0.24 -2.93 0.12  0.082
H -0.01 -2.34 1.80  0.097
H -1.32 -0.42 0.51  0.057
H -2.11 -1.79 1.31  0.048
H -1.86 -1.16 -1.85  -0.188
H 0.21 1.84 1.89  0.046
H 0.50 1.41 0.17  0.031
H 1.80 1.93 1.14  0.048
H 0.46 3.65 -3.87  -0.059
H -0.93 3.45 -4.52  -0.048
O -0.09 3.00 -4.34  -0.396

***

# 2
Below is a cluster of 2 separate species, C4H13NOS in total in a non-equilibrium geometry, with properties calculated with ωB97M-V/def2-TZVPD.

## Properties
- SMILES: NCCCCS.O
- E_HOMO: -9.1 eV

Last column: Löwdin charge in e.
Element x y z (Å)
N 1.76 0.47 0.61  -0.003
C 1.34 -0.85 0.10  -0.273
C 0.03 -1.31 0.71  -0.241
C -1.10 -0.26 0.66  -0.260
C -1.44 0.17 -0.77  -0.588
S -1.92 -1.16 -1.88  0.718
H 2.75 0.45 0.82  0.072
H 1.31 0.71 1.49  0.070
H 1.31 -0.86 -0.99  0.105
H 2.09 -1.58 0.43  0.106
H -0.34 -2.20 0.18  0.085
H 0.19 -1.63 1.74  0.111
H -0.77 0.59 1.24  0.093
H -2.01 -0.76 1.03  0.106
H -0.59 0.67 -1.19  0.038
H -2.20 0.94 -0.76  0.070
H -2.85 -1.67 -1.06  -0.136
O 0.75 3.12 -0.63  -0.081
H 0.81 2.27 -0.16  -0.028
H 0.86 2.92 -1.57  0.036

***

# 3
Below is a cluster of 2 separate species, C4H13NOS in total in a non-equilibrium geometry, with properties calculated with ωB97M-V/def2-TZVPD.

## Properties
- SMILES: C[C@H](N)CCS.O
- E_HOMO: -8.8 eV

Last column: Löwdin charge in e.
Element x y z (Å)
C -1.72 1.89 0.50  -0.077
C -0.57 1.01 0.00  -0.483
N 0.72 1.59 0.37  0.031
C -0.66 0.86 -1.52  -0.259
C 0.59 0.24 -2.14  -0.539
S 0.63 -1.58 -1.85  0.683
H -1.97 1.66 1.54  0.077
H -1.45 2.95 0.55  0.078
H -2.63 1.74 -0.06  0.074
H -0.72 0.03 0.47  0.110
H 1.34 0.95 0.89  0.085
H 0.58 2.29 1.11  0.068
H -0.72 1.87 -1.91  0.111
H -1.49 0.18 -1.72  0.104
H 1.48 0.71 -1.74  0.051
H 0.39 0.28 -3.20  0.058
H 0.01 -1.62 -0.66  -0.173
O 2.30 -4.74 2.89  -0.067
H 2.55 -5.44 3.51  0.034
H 1.34 -4.85 2.96  0.033

***

# 4
Below is a cluster of 2 separate species, C4H13NOS in total in a non-equilibrium geometry, with properties calculated with ωB97M-V/def2-TZVPD.

## Properties
- SMILES: CSCCCN.O
- E_HOMO: -8.3 eV

Last column: Löwdin charge in e.
Element x y z (Å)
C -0.88 2.54 0.93  -0.429
S -0.32 2.48 -0.80  0.766
C 0.75 0.94 -0.58  -0.446
C -0.09 -0.20 -1.38  -0.251
C 0.34 -1.68 -1.26  -0.238
N 1.02 -1.96 0.08  -0.032
H -0.02 2.71 1.58  0.033
H -1.48 1.70 1.27  0.021
H -1.51 3.44 0.97  0.024
H 0.56 0.63 0.44  0.023
H 1.81 1.16 -0.67  0.060
H 0.09 0.12 -2.41  0.093
H -1.06 -0.14 -0.90  0.079
H -0.59 -2.22 -1.02  0.106
H 0.92 -2.03 -2.12  0.103
H 0.93 -2.94 0.31  0.071
H 1.98 -1.67 -0.02  0.070
O -1.16 -0.91 1.62  -0.091
H -0.24 -1.18 1.39  -0.008
H -1.05 -0.81 2.58  0.046

***

# 5
Below is a cluster of 2 separate species, C4H13NOS in total in a non-equilibrium geometry, with properties calculated with ωB97M-V/def2-TZVPD.

## Properties
- SMILES: [NH3+]CC[S-].CCO
- E_HOMO: -6.8 eV

Last column: Löwdin charge in e.
Element x y z (Å)
N 0.76 0.46 1.62  0.135
C -0.02 1.72 1.43  -0.283
C 0.45 2.57 0.28  -0.692
S 0.11 1.87 -1.39  0.343
H 0.50 0.01 2.46  0.123
H 1.79 0.66 1.63  0.181
H 0.61 -0.18 0.74  0.066
H -1.03 1.39 1.25  0.109
H 0.06 2.25 2.38  0.110
H 1.50 2.68 0.43  0.028
H -0.06 3.60 0.34  0.084
C -0.66 -2.86 -1.50  -0.099
C -0.83 -1.42 -1.07  -0.262
O 0.49 -0.97 -0.49  -0.234
H -1.56 -3.30 -1.94  0.077
H -0.40 -3.49 -0.63  0.077
H 0.14 -2.92 -2.22  0.072
H -1.02 -0.78 -1.97  0.094
H -1.58 -1.13 -0.31  0.111
H 0.74 -0.17 -1.04  -0.040

***

# 6
Below is a cluster of 2 separate species, C4H13NOS2 in total in a non-equilibrium geometry, with properties calculated with ωB97M-V/def2-TZVPD.

## Properties
- SMILES: CCNCCSS.O
- E_HOMO: -8.2 eV

Last column: Löwdin charge in e.
Element x y z (Å)
C 2.67 0.95 -2.01  -0.073
C 1.76 -0.07 -1.27  -0.283
N 1.12 0.51 -0.07  -0.091
C 1.52 -0.16 1.18  -0.292
C 0.41 -1.16 1.60  -0.540
S -1.19 -0.34 1.93  0.414
S -2.23 -0.67 0.17  0.293
H 3.60 1.05 -1.48  0.069
H 2.07 1.85 -1.88  0.063
H 2.76 0.72 -3.07  0.071
H 2.24 -1.03 -1.06  0.106
H 0.95 -0.33 -1.95  0.080
H 1.38 1.48 -0.03  0.091
H 2.38 -0.83 1.07  0.104
H 1.68 0.56 1.98  0.108
H 0.30 -1.97 0.89  0.067
H 0.61 -1.43 2.64  0.051
H -2.79 0.51 -0.17  -0.190
O -0.80 1.46 -2.56  -0.070
H -0.25 1.04 -3.22  0.028
H -0.53 1.38 -1.64  -0.005

***

# 7
Below is a structure of composition C4H13NOS2 in a non-equilibrium geometry, with properties calculated with ωB97M-V/def2-TZVPD.

## Properties
- E_HOMO: -8.2 eV

Last column: Löwdin charge in e.
Element x y z (Å)
S -0.94 2.30 2.34  0.261
S 0.85 -1.05 -1.64  0.948
C -0.73 -0.18 -1.57  -0.426
C -1.01 -0.25 -0.10  -0.243
C 0.34 -0.15 0.46  -0.394
N 0.84 1.09 0.44  -0.126
C 2.11 1.19 1.15  -0.088
H -0.25 3.41 2.59  -0.300
H -0.64 0.85 -1.89  0.089
H -1.49 -0.67 -2.16  0.089
H -1.67 0.51 0.32  0.097
H -1.54 -1.14 0.16  0.116
H 0.98 -0.82 -0.43  -0.213
H 0.50 -0.66 1.43  0.168
H 0.09 1.72 1.08  -0.109
H 2.14 0.53 2.00  0.083
H 2.91 0.96 0.45  0.090
H 2.21 2.20 1.49  0.077
H -0.28 -3.05 -1.38  -0.033
H -0.71 -3.91 -0.13  0.026
O -0.95 -3.72 -1.04  -0.114

***

# 8
Below is a cluster of 2 separate species, C4H13NOS2 in total in a non-equilibrium geometry, with properties calculated with ωB97M-V/def2-TZVPD.

## Properties
- SMILES: CNCCCSS.O
- E_HOMO: -8.7 eV

Last column: Löwdin charge in e.
Element x y z (Å)
C 0.62 -1.74 -2.55  -0.173
N -0.01 -0.51 -1.97  -0.117
C -1.18 -1.06 -1.17  -0.271
C -0.50 -1.88 -0.08  -0.299
C 0.49 -1.06 0.80  -0.510
S -0.24 0.06 2.09  0.377
S -1.02 1.79 1.62  0.323
H 0.99 -1.59 -3.64  0.099
H 0.05 -2.76 -2.63  0.107
H 1.50 -1.93 -2.01  0.040
H -0.26 0.31 -2.65  0.146
H -2.08 -1.67 -1.54  0.139
H -1.75 -0.34 -0.78  0.036
H -1.37 -2.16 0.64  0.127
H -0.05 -2.84 -0.56  0.118
H 0.88 -1.92 1.31  0.054
H 1.20 -0.62 0.07  0.070
H 0.09 2.37 1.41  -0.243
O 2.45 2.26 -1.75  -0.092
H 1.76 1.61 -2.01  0.015
H 3.17 1.77 -1.28  0.054

***

# 9
Below is a cluster of 2 separate species, C4H13NS in total in a non-equilibrium geometry, with properties calculated with ωB97M-V/def2-TZVPD.

## Properties
- SMILES: CNC.CSC
- E_HOMO: -8.8 eV

Last column: Löwdin charge in e.
Element x y z (Å)
C -1.83 1.76 -1.10  -0.186
N -2.07 0.33 -1.24  -0.199
C -2.05 -0.25 0.10  -0.184
H -2.69 2.30 -0.50  0.109
H -0.85 1.94 -0.60  0.053
H -1.97 2.14 -2.15  0.087
H -1.26 -0.11 -1.66  0.077
H -1.11 -0.76 0.48  0.055
H -2.92 -1.03 0.01  0.096
H -2.29 0.57 0.88  0.091
C 1.30 0.25 0.82  -0.490
S 2.05 -0.47 -0.66  0.701
C 2.94 -1.79 0.34  -0.397
H 2.17 0.72 1.39  0.053
H 0.78 -0.41 1.53  0.029
H 0.47 1.00 0.57  0.016
H 2.88 -1.55 1.40  0.019
H 2.46 -2.81 0.27  0.046
H 4.01 -1.83 0.12  0.023

***

# 10
Below is a cluster of 2 separate species, C4H13NS in total in a non-equilibrium geometry, with properties calculated with ωB97M-V/def2-TZVPD.

## Properties
- SMILES: CCN.CCS
- E_HOMO: -9.2 eV

Last column: Löwdin charge in e.
Element x y z (Å)
C -0.08 -1.61 2.52  -0.110
C -1.34 -0.80 2.04  -0.344
N -1.99 -1.41 0.89  -0.006
H 0.59 -0.93 3.05  0.066
H -0.42 -2.55 2.95  0.061
H 0.50 -1.84 1.62  0.054
H -1.89 -0.59 2.97  0.096
H -0.94 0.19 1.82  0.070
H -1.93 -2.42 1.04  0.062
H -1.44 -1.16 0.09  0.036
C 0.08 0.44 -2.86  -0.165
C 1.13 0.34 -1.77  -0.598
S 1.01 1.56 -0.37  0.652
H 0.16 1.52 -3.11  0.066
H -0.93 0.19 -2.58  0.066
H 0.41 0.02 -3.81  0.070
H 2.16 0.44 -2.10  0.055
H 1.13 -0.62 -1.25  0.042
H 1.85 2.48 -0.85  -0.174

***

The records above yield ΔE to the lowest compared entry with this formula, charge and spin values of 22.87, 9.46, 17.65, 29.45, 43.03, 29.96, 119.82, 68.81, 39.66, 17.84 kcal/mol, respectively.
The records above yield E_tot values of -688.3073, -688.3736, -688.3606, -688.3418, -688.3201, -1086.5336, -1086.3903, -1086.4716, -613.0658, -613.1006 a.u., respectively.